# CH4NOPS2

The molecule CH4NOPS2 in a non-equilibrium geometry (ωB97M-V/def2-TZVPD, the Open Molecules 2025 dataset).

The geometry in XYZ format:
```
10
Properties=species:S:1:pos:R:3:mulliken_charge:R:1
N -0.5115 1.0244 0.7311 -0.47
P 0.6537 0.0010 0.1893 0.49
S 2.3851 0.7361 -0.0860 -0.33
S 0.2691 -1.8281 1.3974 -0.29
C -0.0784 -0.4598 -1.4109 0.19
O -0.2425 -1.4260 -2.0359 -0.34
H -1.1145 0.9183 1.5057 0.22
H -0.2251 1.9919 0.4045 0.25
H -1.0087 -1.6069 1.1327 0.13
H -0.1271 0.6490 -1.8278 0.15
```

Computed properties:
ΔE to the lowest compared entry with this formula, charge and spin ... 14.7 kcal per mole
SMILES ... N[P@@](=S)(S)C=O